# 1
Entry from the OMol25 dataset: 7 unconnected molecules or ions with the total composition C35H32BF17N8O2S (the ωB97M-V functional and the def2-TZVPD basis).

Geometry (Å):
F 1.224 3.707 -3.141
H -2.176 -1.871 6.327
C 1.390 -1.450 0.452
H 0.993 -6.264 -8.049
C -2.244 0.506 -2.546
H 2.791 0.967 0.468
H -2.799 -3.486 5.911
H 1.681 0.180 2.171
C 3.595 3.496 -2.253
F 2.520 4.881 3.721
C -5.897 0.733 5.095
H -1.794 2.267 -3.702
F 0.009 4.591 -0.826
C 2.038 4.676 0.656
H -0.446 1.110 -3.568
C -0.118 -2.483 -1.814
C -4.407 -1.941 2.227
H -5.455 -1.933 2.798
C 0.977 5.484 1.669
H -7.727 1.575 4.331
C 3.933 0.725 0.403
C -9.198 -2.089 3.615
F -0.161 4.613 2.107
B 2.487 -1.801 2.973
F 0.576 6.226 4.038
F 2.189 3.329 1.252
F 3.350 5.392 0.882
C -7.290 1.308 5.297
F 1.486 2.190 -1.348
H 4.881 -0.910 -1.040
H -4.012 0.477 2.392
O 2.662 -3.267 3.012
N 1.195 1.183 -5.448
S 2.861 -2.635 -4.721
C -1.405 -2.674 4.484
F 1.740 6.076 -1.513
C 1.490 -4.467 -6.971
C -1.472 -2.065 0.606
C 1.165 -2.501 -2.833
H -9.144 -1.194 4.241
C -0.031 -1.994 -0.217
C 2.713 -1.416 -0.550
N 1.371 -3.228 -6.768
C 1.633 -5.960 -7.217
H -1.138 -3.304 6.526
H 3.599 -3.441 2.645
H -1.162 -2.860 -2.248
N -6.650 -3.140 3.244
F 3.772 0.916 -2.649
C -3.786 -3.384 1.677
F 0.505 6.783 1.058
F 4.994 3.000 0.456
O 3.342 -1.001 3.921
C -3.560 -0.533 1.977
C 2.962 0.415 -7.454
N -3.045 -0.381 -2.145
H 3.907 0.953 -7.344
C -2.116 -0.627 1.161
H 3.155 -0.660 -7.389
H 4.683 -1.499 0.795
H -1.557 0.410 0.980
N -0.984 -2.533 3.304
H -4.365 -4.412 1.815
H 1.341 -6.514 -6.321
F 3.645 3.628 -3.762
C 4.408 2.102 -1.959
C 2.009 3.500 -1.863
C 1.515 4.720 -0.886
F 5.714 2.266 -2.710
N 3.571 -2.048 -3.234
C 4.841 1.817 -0.416
H -7.931 0.569 5.786
C -1.913 -2.845 5.906
H 2.534 0.642 -8.434
C -2.320 -3.448 0.876
F 2.435 7.261 2.959
H -1.862 -4.445 0.444
F 4.337 4.733 -1.797
N -4.742 0.257 4.927
C 1.444 -0.962 2.016
H -9.838 -2.828 4.104
H 2.716 -0.298 4.315
C -7.805 -2.663 3.412
C 2.535 -1.952 -2.110
H -9.635 -1.821 2.649
H 4.328 0.759 1.530
N 1.160 -2.916 -4.289
F 6.221 1.200 -0.487
C -1.278 1.575 -3.030
C 4.212 -0.857 -0.066
H 0.360 -1.126 2.489
H 2.672 -6.200 -7.461
H -7.237 2.203 5.924
H -0.883 2.134 -2.178
C 1.996 0.835 -6.358
C 1.722 5.956 3.090

Properties
Highest occupied orbital energy in hartree: -0.267
HOMO-LUMO gap in Eh: 0.2337
SMILES: OB(O)Cc1c(-c2ccccc2)cc2nsnc2c1CCC(F)(F)C(F)(F)C(F)(F)C(F)(F)C(F)(F)C(F)(F)C(F)(F)C(F)(F)F.CC#N.CC#N.CC#N.CC#N.CC#N.CC#N
Charge: 0

***

# 2
Entry from the OMol25 dataset: a molecular structure, C35H32Br2N6O4Tc (the ωB97M-V functional and the def2-TZVPD basis).

Geometry (Å):
H 1.903 2.486 4.127
C 1.840 2.112 3.105
C 4.080 4.849 1.697
C -0.314 -2.569 -4.638
C -1.254 -0.925 3.199
H -0.091 3.221 0.143
C 3.473 5.136 0.479
H 1.897 4.593 -0.877
H 5.568 -0.103 0.350
C -2.200 1.258 -2.385
Br -5.359 -3.495 -1.365
O -0.872 -0.883 4.352
H -0.192 -2.921 -5.653
C 4.026 -2.135 -0.119
C -3.695 -3.823 -3.662
H -3.336 3.482 2.395
H 3.495 -4.165 -0.604
H -2.595 0.246 -2.450
Br -2.529 -4.360 -6.179
H -4.533 -4.383 -4.055
C -0.319 -3.871 1.623
H 2.381 1.160 3.074
C 0.625 1.334 0.302
C -1.678 1.601 0.093
H 5.095 -2.318 -0.153
H -2.642 0.687 3.041
N 0.703 2.690 0.454
N -0.589 -1.687 -2.009
H 4.017 3.649 3.471
C 3.570 -0.860 0.160
O -2.762 -1.988 -0.633
N -2.898 -0.638 1.424
H 1.090 -3.752 -0.479
C 0.167 -2.755 2.535
C -2.580 -3.638 -4.427
C 1.257 -1.665 0.037
C -2.483 1.838 -1.029
C 2.370 4.403 0.080
O -0.876 -3.415 0.500
H -3.498 0.062 1.006
O -0.180 -5.040 1.892
H -4.815 3.857 0.428
H 1.235 -2.637 2.343
N 1.810 0.711 0.396
H 1.547 -1.515 -4.575
H -3.318 -1.545 1.266
C 3.556 3.857 2.510
C 1.854 3.400 0.900
H -4.234 2.837 -1.738
C 2.423 3.126 2.147
Tc -0.809 -1.425 0.179
N -0.513 0.732 0.046
H 1.242 -0.791 -2.227
C 1.771 -2.933 -0.290
C -3.608 2.652 -0.871
C -3.933 3.234 0.341
C -1.487 -2.897 -3.925
C 0.646 -1.797 -4.045
H 0.795 1.891 2.890
H 4.951 5.407 2.016
H 4.454 1.065 -0.347
C -1.582 -2.412 -2.609
C -1.990 2.223 1.303
C 3.131 -3.170 -0.367
C -2.610 -0.377 2.827
H 0.032 -3.024 3.576
H -1.132 1.212 -2.588
C -3.778 -3.280 -2.368
C -2.741 -2.564 -1.802
C 4.546 0.269 0.401
C 2.181 -0.643 0.203
H 2.582 1.342 0.523
C -3.108 3.026 1.438
C 0.478 -1.379 -2.717
H 3.864 5.918 -0.161
N -0.603 -1.561 2.170
H 4.417 0.723 1.391
H -3.308 -0.855 3.514
H -2.682 1.855 -3.159
H -1.344 2.049 2.157

Properties
Highest occupied orbital energy (spin up / spin down) in hartree: -0.277 / -0.275
HOMO-LUMO gap (spin up / spin down) in Eh: 0.2424 / 0.2471
Charge: 0
⟨S²⟩: 0.979
Spin multiplicity: 2